DFT (ωB97M-V/def2-TZVPD) results for a 2-piece molecular cluster, C5H11O2 overall.

Last column: natural (NBO) charge in e.
Element x y z (Å)
C -1.328470 -0.735034 1.882748  -0.69
C -0.057616 -1.307449 2.629621  0.71
O 0.947125 -0.539425 2.661211  -0.16
O -0.080038 -2.462471 2.894828  -0.57
H -2.149480 -0.769737 2.596486  0.25
H -1.468004 -1.233889 1.024678  0.24
H -1.383159 0.411115 1.780162  0.22
C 0.169968 0.247271 -1.097645  -0.42
C -0.419419 1.217968 -2.115310  -0.62
C 1.669610 0.201887 -0.887952  -0.61
H -0.411161 -0.598026 -1.434640  0.21
H -0.080384 0.620810 -0.027182  0.19
H 0.399979 1.595300 -2.721549  0.21
H -1.287756 0.916060 -2.671091  0.21
H 2.102664 -0.439138 -0.063746  0.23
H -0.836020 2.119689 -1.626656  0.20
H 2.068463 1.130869 -1.048892  0.21
H 2.143699 -0.375800 -1.775071  0.19

Forces on atoms 1 to 3 (eV/Å):
C 0.71 4.88 4.43
C -2.59 0.10 -2.35
O 1.05 1.44 0.29

LUMO energy (alpha / beta)	0.7738 / -3.2400	eV
2S+1	2
relative energy (zero: lowest compared OMol25 entry of this formula, charge and spin)	41.5	kcal per mole
highest occupied orbital energy (alpha / beta)	-0.3899 / -0.3881	hartree
Kohn-Sham gap (alpha / beta)	11.38 / 7.32	eV
⟨S²⟩	0.754